C5H14N2O | ωB97M-V with the def2-TZVPD basis set

Each line ends with the Mulliken charge.
CARTESIAN COORDINATES (ANGSTROEM)
1 C -0.018 -0.447 -0.513  0.671
2 C 0.162 -0.684 2.059  -0.756
3 C 1.287 0.226 -0.794  -1.471
4 C -1.431 0.455 -2.540  -0.998
5 C 0.938 0.473 2.569  -0.698
6 N -1.096 0.115 -0.024  -0.477
7 N -0.096 -1.790 -0.788  -0.397
8 O -0.913 1.468 0.275  -0.394
9 H -1.796 1.730 0.559  0.387
10 H 0.468 -2.097 -1.565  0.240
11 H -1.038 -2.155 -0.809  0.262
12 H -0.862 -0.804 2.387  0.315
13 H 0.672 -1.600 1.796  0.422
14 H 1.282 1.249 -0.432  0.374
15 H 2.094 -0.327 -0.312  0.364
16 H 1.456 0.236 -1.873  0.424
17 H -0.851 -0.089 -3.276  0.366
18 H -2.460 0.145 -2.418  0.331
19 H -1.230 1.514 -2.448  0.301
20 H 1.965 0.474 2.198  0.217
21 H 0.993 0.484 3.670  0.316
22 H 0.476 1.423 2.280  0.201

Energy above the lowest of the compared OMol25 structures with the same formula, charge and spin ... 167.04 kcal per mole
Total charge ... 0
Multiplicity ... 1
HOMO (spin up / spin down) ... -6.77 / -7.51 eV
Frontier orbital gap (spin up / spin down) ... 7.586 / 8.434 eV

C15H18ClF3N2O4Ta | ωB97M-V with the def2-TZVPD basis set

Each line ends with the Mulliken charge.
CARTESIAN COORDINATES (ANGSTROEM)
1 Ta -0.078 -0.019 0.584  2.170
2 N 1.672 1.430 0.060  -0.695
3 C 2.815 1.238 0.964  -0.540
4 C 3.000 -0.252 1.206  0.389
5 O 4.100 -0.692 1.550  -0.782
6 N 1.876 -0.943 1.008  0.011
7 C 1.953 -2.372 1.166  -0.447
8 C 0.575 -2.944 0.909  0.381
9 O 0.341 -4.129 0.938  -0.708
10 O -0.335 -2.019 0.653  -0.858
11 H 1.948 1.195 -0.889  0.334
12 H 1.333 2.386 0.058  0.265
13 H 2.581 1.695 1.927  0.142
14 H 3.743 1.665 0.580  0.400
15 H 2.279 -2.665 2.169  0.306
16 H 2.660 -2.830 0.468  0.302
17 F -3.115 0.842 0.377  -0.265
18 C -2.380 -0.318 0.580  -0.104
19 F -2.853 -0.789 1.784  -0.300
20 F -2.922 -1.195 -0.330  -0.248
21 C -0.133 3.389 2.040  -0.910
22 O -0.821 2.230 1.623  -0.224
23 C -0.356 1.009 2.223  0.591
24 C -0.529 0.906 3.700  -1.475
25 H -0.410 4.203 1.369  0.229
26 H 0.956 3.251 2.018  0.314
27 H -0.412 3.664 3.061  0.290
28 H 0.101 1.610 4.259  0.355
29 H -0.265 -0.099 4.029  0.407
30 H -1.573 1.085 3.985  0.307
31 Cl 1.655 -0.951 -2.392  -0.243
32 C 0.009 -1.037 -2.988  1.130
33 C -0.274 -2.003 -3.940  -0.741
34 C -1.565 -2.122 -4.423  -0.361
35 C -2.549 -1.268 -3.942  -0.810
36 C -2.240 -0.309 -2.994  -0.469
37 C -0.948 -0.159 -2.479  0.422
38 C -0.631 0.868 -1.448  -2.215
39 H 0.516 -2.659 -4.281  0.394
40 H -1.802 -2.880 -5.157  0.355
41 H -3.567 -1.357 -4.300  0.349
42 H -3.018 0.336 -2.605  0.365
43 H -1.506 1.498 -1.282  0.484
44 H 0.167 1.511 -1.838  0.703

Energy above the lowest of the compared OMol25 structures with the same formula, charge and spin ... 0.15 kcal per mole
Total charge ... -1
Multiplicity ... 1
HOMO ... -4.06 eV
Frontier orbital gap ... 6.609 eV

C6H10N2 | ωB97M-V with the def2-TZVPD basis set

Each line ends with the Mulliken charge.
CARTESIAN COORDINATES (ANGSTROEM)
1 C -2.568 -0.397 -0.302  -0.332
2 N -1.317 -0.254 -0.574  -0.394
3 N -0.805 0.715 0.361  -0.187
4 C 0.567 1.285 0.043  -0.342
5 C 1.290 0.504 -1.023  -0.642
6 C 1.618 -0.913 -0.443  -0.543
7 C 0.761 -1.024 0.834  -0.843
8 C 0.287 0.331 1.206  -0.014
9 H -2.900 0.087 0.588  0.373
10 H -3.208 -0.965 -1.016  0.265
11 H 0.620 2.405 0.088  0.365
12 H 0.617 0.470 -1.909  0.258
13 H 2.244 1.014 -1.312  0.375
14 H 1.470 -1.723 -1.198  0.274
15 H 2.665 -0.976 -0.159  0.310
16 H 1.383 -1.449 1.650  0.357
17 H -0.129 -1.603 0.678  0.295
18 H 0.362 0.807 2.181  0.426

Energy above the lowest of the compared OMol25 structures with the same formula, charge and spin ... 72.07 kcal per mole
Total charge ... 0
Multiplicity ... 1
HOMO ... -8.66 eV
Frontier orbital gap ... 9.820 eV

Question: Which formula does entry 1 have?
Answer: C5H14N2O